# 1
11
Properties=species:S:1:pos:R:3:mulliken_charge:R:1 method="wB97M-V/def2-TZVPD" e_above_lowest_kcal_mol=28.8 homo_ev=-9.9 orbital_gap_ev=10.8 e_lumo_ev=0.96
C 1.03 -0.60 0.07 -0.06
C -0.16 0.61 0.14 -0.22
C -1.52 0.01 -0.16 -1.20
N 2.30 -0.88 0.01 -0.35
Cl 3.43 0.40 -0.04 -0.13
H -0.11 1.00 1.15 0.29
H 0.50 -1.56 0.10 0.33
H 0.13 1.39 -0.56 0.32
H -1.52 -0.52 -1.11 0.34
H -2.25 0.82 -0.23 0.35
H -1.83 -0.67 0.62 0.34

---

# 2
23
Properties=species:S:1:pos:R:3:mulliken_charge:R:1 method="wB97M-V/def2-TZVPD" e_above_lowest_kcal_mol=158.2 homo_ev=-13.2 orbital_gap_ev=4.6 charge=+1 e_lumo_ev=-8.56
N -1.87 -1.15 1.18 -0.55
C -0.48 -1.46 0.74 0.01
C -0.05 -1.32 -0.79 -0.84
S -0.75 0.29 -1.44 0.12
C 0.53 -0.68 1.62 -1.09
N 0.76 0.71 1.40 0.22
C -0.44 1.58 1.45 -0.90
C 1.67 1.08 0.44 -1.00
H -2.20 -0.44 0.59 0.26
H -2.40 -2.04 1.01 0.30
H -0.26 1.50 -6.72 -0.05
H -0.38 -2.53 0.92 0.60
H 0.99 -1.33 -0.99 0.41
H -0.55 -2.13 -1.31 0.44
H 0.04 1.06 -7.25 0.05
H 1.54 -1.18 1.45 0.44
H 0.22 -0.89 2.68 0.31
H -0.77 1.88 0.43 0.33
H -0.25 2.57 1.81 0.32
H -1.22 1.02 1.97 0.38
H 2.60 0.69 0.81 0.39
H 1.68 2.13 0.48 0.30
H 1.59 0.65 -0.50 0.54

---

# 3
59
Properties=species:S:1:pos:R:3:mulliken_charge:R:1 method="wB97M-V/def2-TZVPD" e_above_lowest_kcal_mol=50.7 homo_ev="-11.5 / -11.5" orbital_gap_ev="6.3 / 6.2" charge=+1 e_lumo_ev="-5.28 / -5.28"
Pt 0.35 -0.47 0.04 1.98
C 4.92 2.37 4.96 -1.36
C 4.13 1.17 5.46 -0.26
C 3.61 1.32 6.88 -1.08
C 2.61 2.46 6.98 -1.10
C 1.54 2.32 5.94 0.89
C 0.31 2.93 6.10 -0.66
C -0.68 2.78 5.13 -0.08
F -1.85 3.40 5.33 -0.35
C -0.50 2.04 4.00 -0.85
C 0.74 1.41 3.82 0.42
C 0.96 0.61 2.62 1.85
O -0.05 0.53 1.82 -1.37
C 2.23 -0.01 2.47 0.16
C 3.16 0.20 3.47 -0.23
N 2.97 0.93 4.55 0.14
C 1.75 1.56 4.77 -0.60
C 2.80 -0.80 1.32 -0.19
O 3.80 -1.45 1.47 -0.61
O 2.27 -0.77 0.08 -0.69
H 5.76 2.57 5.63 0.40
H 4.30 3.26 4.91 0.38
H 5.32 2.18 3.96 0.39
H 4.74 0.27 5.39 0.50
H 4.46 1.48 7.55 0.43
H 3.13 0.38 7.19 0.36
H 3.13 3.42 6.85 0.37
H 2.16 2.49 7.97 0.50
H 0.10 3.52 6.98 0.55
H -1.28 1.94 3.27 0.63
H 4.14 -0.25 3.35 0.63
F 3.45 -3.72 -2.13 -0.32
C 2.32 -3.36 -1.55 0.45
C 2.08 -3.84 -0.24 -0.47
C 0.94 -3.50 0.40 -0.72
C -0.01 -2.65 -0.25 0.61
C -1.06 -1.97 0.44 -0.95
C 0.27 -2.17 -1.58 -0.49
C 1.44 -2.56 -2.23 -0.55
H 2.83 -4.47 0.23 0.47
H 0.74 -3.84 1.41 0.45
H -1.24 -2.18 1.49 0.35
H -1.94 -1.68 -0.14 0.47
H -0.53 -1.70 -2.15 0.54
H 1.67 -2.25 -3.24 0.49
O 2.11 2.16 0.82 -0.56
C 1.56 2.22 -0.26 0.72
O 0.80 1.26 -0.77 -0.72
C 1.68 3.40 -1.18 0.40
C 1.24 3.36 -2.50 -0.23
C 1.40 4.47 -3.31 -0.64
C 1.99 5.62 -2.80 -0.42
C 2.42 5.66 -1.48 -0.59
C 2.27 4.55 -0.67 -0.42
H 0.79 2.46 -2.89 0.36
H 1.06 4.44 -4.34 0.40
H 2.10 6.49 -3.44 0.39
H 2.88 6.56 -1.09 0.40
H 2.62 4.55 0.35 0.42

---

# 4
58
Properties=species:S:1:pos:R:3:lowdin_spin:R:1 method="wB97M-V/def2-TZVPD" s2=8.773 homo_ev="-12.4 / -14.5" orbital_gap_ev="5.6 / 3.5" charge=+2 multiplicity=6 e_lumo_ev="-6.81 / -10.94"
Ru -0.61 0.11 -0.82 3.02
O 1.55 -3.81 -2.84 0.00
C 0.89 -3.15 -1.89 0.00
O 1.38 -2.72 -0.85 0.01
C -0.50 -2.88 -2.29 0.03
C -1.07 -3.93 -3.04 0.01
C -2.40 -3.82 -3.44 0.01
C -3.09 -2.72 -3.13 0.02
C -2.47 -1.72 -2.33 0.08
N -1.19 -1.78 -1.99 0.10
C -3.18 -0.42 -1.84 0.11
O -4.20 -0.09 -2.42 0.70
O -2.58 0.14 -0.83 0.15
H 2.52 -3.98 -2.69 0.00
H -0.45 -4.84 -3.27 0.00
H -2.86 -4.62 -4.05 0.00
H -4.14 -2.58 -3.34 0.00
N -0.92 2.27 -1.72 0.10
N 0.37 2.86 -1.76 0.02
C 1.45 2.11 -2.17 0.08
N 2.61 2.74 -2.41 0.04
S 1.30 0.38 -2.01 0.17
H -1.32 2.05 -2.67 0.01
H -1.61 2.84 -1.21 0.00
H 0.41 3.88 -1.92 0.00
H 2.55 3.68 -2.78 0.00
H 3.51 2.27 -2.38 0.00
C 0.12 2.40 3.50 0.01
C -0.24 2.21 2.01 0.03
C -1.78 2.33 1.96 0.00
P 0.36 0.68 1.23 0.16
C -0.35 -0.72 2.29 0.05
C 0.30 -2.10 2.09 0.01
C -1.89 -1.04 2.12 0.01
C 2.23 0.66 1.56 0.03
C 2.98 -0.42 0.87 0.00
C 2.87 2.02 1.31 0.00
H -0.22 3.37 3.78 0.00
H 1.20 2.26 3.78 0.00
H -0.40 1.69 4.14 0.00
H 0.22 3.01 1.44 0.00
H -2.27 1.70 2.70 0.00
H -2.21 2.09 0.97 0.00
H -2.05 3.35 2.22 0.00
H -0.14 -0.31 3.31 0.01
H 0.06 -2.53 1.09 0.00
H -0.07 -2.81 2.85 0.00
H 1.37 -2.07 2.13 0.00
H -2.01 -2.03 1.75 0.00
H -2.45 -0.39 1.43 0.00
H -2.37 -0.98 3.13 0.00
H 2.21 0.48 2.69 0.00
H 3.49 -1.15 1.56 0.00
H 3.79 -0.05 0.26 0.00
H 2.34 -1.02 0.16 0.00
H 3.90 2.03 1.63 0.00
H 2.29 2.80 1.89 0.00
H 2.76 2.29 0.25 0.00